# 1
An isolated molecule of C4H8O4, computed with ωB97M-V/def2-TZVPD.

Results
Orbital gap (hartree): 0.39943
Molar mass (g mol⁻¹): 120.1
Charge: 0
Calculated total energy (Eh): -458.03358
ΔE to the lowest compared entry with this formula, charge and spin (kJ/mol): 524.0
SMILES: COC(OC)C(=O)O
HOMO energy (eV): -10.12

Geometry (Å):
C1 -0.8587 -1.8517 0.1699
C2 0.4702 0.0422 0.0605
C3 -0.8140 2.0115 0.2620
C4 1.6410 -0.5888 -0.3905
H1 -1.9229 -2.2415 -0.1981
H2 -0.0184 -2.6759 0.1701
H3 -1.2023 -1.7074 1.2265
H4 0.4345 0.0709 1.2272
H5 -1.6796 1.3487 0.0210
H6 -0.5861 2.5487 1.4339
H7 -0.9173 3.0026 -0.4425
H8 1.6566 0.8295 -1.3939
O1 -0.6062 -0.5797 -0.5619
O2 0.3432 1.3914 -0.3273
O3 2.4543 0.2452 -1.0689
O4 1.6057 -1.8457 -0.1880

=====

# 2
A structure of composition C24H56CuF2N10O11P3S2, computed with ωB97M-V/def2-TZVPD.

Results
Orbital gap (alpha / beta) (hartree): 0.27356 / 0.27277
Molar mass (g mol⁻¹): 919.4
Spin multiplicity: 2
Charge: -1
Calculated total energy (Eh): -5984.12576
HOMO energy (alpha / beta) (eV): -5.33 / -5.31

Geometry (Å):
Cu1 -16.9767 -6.3301 -5.2618
N1 -16.2976 -11.6455 -0.5545
S1 -17.1447 -10.7925 0.4046
O1 -16.5144 -9.5799 0.7942
O2 -17.6991 -11.7406 1.3021
F1 -18.3318 -10.3998 -0.5338
S2 -14.8046 -12.0100 -0.3630
O3 -14.3231 -13.1441 -1.1219
O4 -14.5789 -12.0774 1.0696
F2 -13.9393 -10.7713 -0.9351
C1 -17.3569 -3.0913 -7.5774
C2 -17.3004 -4.3278 -7.0152
C3 -17.9113 -5.5117 -7.7038
O5 -17.8392 -6.6325 -7.0047
C4 -18.3615 -5.3626 -8.9787
C5 -18.7061 -4.0404 -9.6271
C6 -17.8864 -2.8338 -8.9339
O6 -17.7914 -1.7769 -9.4493
O7 -19.2740 -3.9498 -10.6782
O8 -16.6217 -4.6192 -5.9159
H1 -17.0300 -2.2421 -6.9701
H2 -18.7436 -6.2475 -9.4803
O9 -19.4627 -6.1411 -4.2142
P1 -20.8192 -5.6469 -3.9325
N2 -21.3753 -5.8287 -2.3139
C7 -20.6866 -5.0495 -1.3552
C8 -21.4913 -7.2510 -1.9455
N3 -21.9178 -6.4867 -4.8301
C9 -23.3518 -6.2713 -4.8635
C10 -21.4179 -6.8890 -6.1439
N4 -20.9382 -4.0702 -4.2741
C11 -22.1482 -3.3962 -3.9135
C12 -20.1386 -3.5281 -5.3482
H3 -20.4392 -4.0638 -1.6654
H4 -19.7256 -5.5306 -1.1934
H5 -21.3097 -5.0037 -0.4568
H6 -21.7590 -7.8518 -2.7908
H7 -22.3025 -7.2338 -1.1652
H8 -20.5196 -7.6479 -1.5147
H9 -23.7174 -5.8079 -5.7885
H10 -23.9178 -7.1438 -4.5928
H11 -23.7093 -5.5675 -4.1084
H12 -22.0767 -7.5907 -6.6062
H13 -21.5092 -6.0076 -6.8136
H14 -20.4019 -7.2250 -6.1905
H15 -22.7519 -3.1908 -4.8761
H16 -22.6988 -4.0616 -3.2286
H17 -22.0762 -2.4215 -3.4017
H18 -19.3270 -2.8093 -5.1563
H19 -20.8274 -2.9727 -5.9966
H20 -19.7422 -4.3225 -5.9249
O10 -17.0326 -8.3289 -5.0961
P2 -16.8125 -9.7077 -5.5367
N5 -15.6115 -9.6986 -6.6227
C13 -15.4595 -8.6241 -7.5315
C14 -14.8471 -10.8984 -6.8804
N6 -18.1361 -10.3403 -6.2697
C15 -19.3981 -10.3608 -5.5531
C16 -18.3072 -10.5150 -7.7323
N7 -16.3697 -10.7006 -4.2891
C17 -16.6129 -12.1831 -4.2578
C18 -15.2227 -10.3261 -3.4978
H21 -16.4126 -8.1635 -7.8928
H22 -14.9829 -8.9435 -8.4391
H23 -15.0273 -7.6926 -7.0946
H24 -13.8457 -10.7106 -6.5591
H25 -14.8638 -11.1234 -7.9673
H26 -15.1717 -11.7251 -6.2508
H27 -20.0143 -11.2329 -5.6203
H28 -19.2546 -10.3138 -4.5038
H29 -20.0917 -9.4943 -5.8352
H30 -17.3518 -10.4567 -8.2385
H31 -18.6533 -11.4838 -7.9364
H32 -18.8471 -9.7150 -8.2215
H33 -17.3342 -12.5058 -5.0215
H34 -15.6665 -12.6705 -4.5071
H35 -17.0111 -12.4932 -3.2343
H36 -14.8683 -9.4169 -3.9823
H37 -14.4192 -11.0419 -3.6046
H38 -15.5414 -10.2197 -2.4902
O11 -15.7811 -6.2652 -3.8035
P3 -15.5323 -5.5920 -2.5101
N8 -15.9095 -3.9047 -2.4903
C19 -15.0021 -3.0572 -3.4210
C20 -17.2898 -3.5865 -2.6420
N9 -13.9427 -5.6962 -2.2836
C21 -13.1334 -6.3082 -3.2968
C22 -13.4799 -5.7501 -0.9282
N10 -16.4379 -6.3059 -1.3476
C23 -16.4393 -5.8294 0.0683
C24 -16.7787 -7.7586 -1.6968
H39 -15.4052 -3.1111 -4.4571
H40 -13.9672 -3.3872 -3.2483
H41 -15.1911 -1.9722 -3.2279
H42 -17.6478 -3.7481 -3.6967
H43 -17.5058 -2.5286 -2.3932
H44 -17.9257 -4.1805 -1.9515
H45 -13.0964 -7.3715 -3.1396
H46 -13.3378 -6.0073 -4.3164
H47 -12.0444 -6.1808 -3.1642
H48 -14.0040 -5.1381 -0.1737
H49 -13.6390 -6.7011 -0.4162
H50 -12.4387 -5.4216 -0.9338
H51 -16.2063 -4.7515 0.0892
H52 -17.4495 -5.8982 0.4800
H53 -15.6608 -6.2871 0.7310
H54 -16.2194 -8.4806 -1.0650
H55 -16.6665 -7.9394 -2.7953
H56 -17.8557 -7.9111 -1.4093

=====

# 3
A cluster of 3 separate species, C33H73BrClFN6O10P in total, computed with ωB97M-V/def2-TZVPD.

Results
Orbital gap (hartree): 0.27621
Molar mass (g mol⁻¹): 879.3
Charge: +1
Calculated total energy (Eh): -5856.92849
HOMO energy (eV): -10.42

Geometry (Å):
C1 4.1922 2.7209 -0.2399
C2 3.3540 2.1779 -1.5291
C3 1.9091 2.9417 -1.4314
C4 1.0766 2.9242 -2.7672
N1 -0.2411 2.3935 -2.9645
C5 -1.0465 1.6362 -1.9921
P1 -0.1203 -0.0320 -2.1109
O1 0.8484 -0.1177 -3.3383
O2 1.0044 -0.2899 -0.8018
O3 -0.8653 -1.5260 -2.2456
N2 -1.1956 2.1441 -0.6357
C6 -2.4812 2.1483 0.0819
C7 -2.8836 0.8116 0.8856
C8 -1.6475 -0.2681 1.0169
C9 -3.1945 1.0670 2.4727
C10 -1.8830 1.4345 3.3271
C11 -3.7087 2.9395 -0.6682
Br1 -5.5099 2.0813 -0.3197
C12 -3.9094 4.3483 0.0599
F1 -4.7527 5.3157 -0.6276
C13 -4.4425 4.3730 1.5610
C14 -3.2717 4.7064 2.6655
N3 -3.3279 2.9902 -2.1420
C15 -4.5090 2.9658 -3.1144
C16 -5.6468 4.0655 -3.1086
C17 -2.6409 4.2546 -2.5721
C18 -1.3957 4.9806 -2.0089
O4 -0.9183 5.8328 -2.8336
Cl1 -0.4038 5.1065 -0.5087
C19 -2.5832 1.7054 -2.5722
C20 -3.3132 0.3168 -2.4805
C21 -3.3635 -0.5336 -3.8786
N4 -4.5951 -0.0256 -4.6032
N5 -2.1547 -0.4380 -4.7063
N6 -3.7117 -1.9484 -3.4848
H1 3.8969 2.1110 0.6922
H2 5.3320 2.6871 -0.4247
H3 3.9589 3.8130 0.0123
H4 3.2462 1.0448 -1.5427
H5 3.8660 2.6290 -2.4408
H6 2.2127 4.0375 -1.2074
H7 1.4472 2.5718 -0.4642
H8 1.7754 2.4015 -3.5418
H9 1.0782 4.0175 -3.1749
H10 -0.3499 2.0755 -3.9376
H11 1.0423 0.4913 -0.2150
H12 -0.6060 -2.1542 -1.5216
H13 -0.4555 2.0024 0.0402
H14 -2.2451 2.8572 0.9781
H15 -3.6784 0.1515 0.4006
H16 -1.8474 -0.9271 1.9471
H17 -1.7162 -0.9770 0.1327
H18 -0.6394 0.2160 1.1925
H19 -4.0599 1.7704 2.6701
H20 -3.5518 0.0271 2.8380
H21 -2.1787 2.0300 4.2543
H22 -1.4418 0.4299 3.6871
H23 -1.0718 2.0017 2.7632
H24 -2.9291 4.9519 0.1995
H25 -5.1530 5.2788 1.6984
H26 -5.0071 3.4999 1.9802
H27 -3.3499 5.8078 3.0037
H28 -3.3583 4.0150 3.5718
H29 -2.2162 4.6205 2.1971
H30 -5.1480 2.0311 -3.1163
H31 -4.1543 3.0005 -4.2194
H32 -5.3583 5.1371 -3.3695
H33 -6.3077 4.1249 -2.1736
H34 -6.3873 3.7640 -3.9503
H35 -3.3448 5.1720 -2.6727
H36 -2.3699 4.0401 -3.6810
H37 -2.4326 1.8721 -3.7085
H38 -2.9106 -0.3212 -1.6027
H39 -4.4374 0.3050 -2.2058
H40 -5.4092 -0.6180 -4.3448
H41 -4.4549 -0.0485 -5.6210
H42 -2.3253 0.0982 -5.5800
H43 -1.7733 -1.3472 -4.9947
H44 -3.8734 -2.0265 -2.4715
H45 -2.9448 -2.5945 -3.7134
C22 0.2352 -4.8526 1.3831
O5 0.4006 -5.1658 0.0113
C23 1.6904 -4.8386 -0.4974
C24 2.2883 -5.9938 -1.3026
O6 2.6321 -7.1576 -0.5534
C25 1.5631 -7.9102 0.0243
C26 0.6058 -8.5767 -0.9638
O7 -0.1902 -7.6163 -1.6501
C27 -0.2799 -7.8415 -3.0454
H46 -0.0477 -3.8010 1.4922
H47 -0.5702 -5.4769 1.7760
H48 1.1376 -5.0620 1.9638
H49 2.3809 -4.5492 0.2995
H50 1.5594 -3.9788 -1.1659
H51 3.2314 -5.6356 -1.7285
H52 1.6627 -6.2537 -2.1553
H53 1.0257 -7.3099 0.7573
H54 2.0485 -8.7086 0.5942
H55 -0.0792 -9.2228 -0.4078
H56 1.1773 -9.1998 -1.6628
H57 0.6693 -8.1855 -3.4657
H58 -0.5314 -6.8919 -3.5211
H59 -1.0748 -8.5663 -3.2567
C28 4.8416 1.4887 6.7685
O8 5.0254 1.1959 5.3942
C29 6.3313 1.4995 4.9160
C30 6.9175 0.3452 4.1007
O9 7.2191 -0.8412 4.8338
C31 6.1224 -1.5793 5.3765
C32 5.1692 -2.2042 4.3579
O10 4.4088 -1.2122 3.6761
C33 4.3401 -1.4071 2.2762
H60 4.5828 2.5440 6.8914
H61 4.0136 0.8777 7.1347
H62 5.7273 1.2463 7.3620
H63 7.0128 1.7567 5.7315
H64 6.2354 2.3742 4.2618
H65 7.8773 0.6883 3.7003
H66 6.3029 0.1167 3.2310
H67 5.5850 -0.9808 6.1108
H68 6.5785 -2.3996 5.9397
H69 4.4589 -2.8448 4.8882
H70 5.7395 -2.8271 3.6575
H71 5.2884 -1.7649 1.8657
H72 4.1196 -0.4421 1.8156
H73 3.5315 -2.1085 2.0367

=====

# 4
The ion C9H14N3 with charge +1, computed with ωB97M-V/def2-TZVPD.

Results
Orbital gap (hartree): 0.33219
Molar mass (g mol⁻¹): 164.2
Charge: +1
Calculated total energy (Eh): -515.28826
ΔE to the lowest compared entry with this formula, charge and spin (kJ/mol): 219.4
SMILES: C/C=C(C)\[NH+]=c1\ncccn1C
HOMO energy (eV): -12.92

Geometry (Å):
C1 3.8076 0.0634 -0.1802
C2 2.7437 0.9077 -0.4794
C3 3.4928 -0.9613 0.7256
C4 1.2357 -0.5300 0.6703
C5 -2.0351 -0.6384 -0.5892
C6 -1.6365 -0.4351 0.6307
C7 -1.2797 -1.1828 -1.7333
C8 -2.1625 -0.0145 1.9776
C9 0.4680 1.5836 -0.5022
N1 2.2646 -1.2294 1.1114
N2 1.4622 0.5943 -0.1225
N3 0.0550 -0.9652 1.0140
H1 4.8272 0.2084 -0.5056
H2 2.7119 1.8824 -0.9809
H3 4.2066 -1.7472 0.9924
H4 -3.0280 -0.2825 -0.5419
H5 -1.5170 -2.2612 -1.9344
H6 -0.2085 -1.1267 -1.7136
H7 -1.5047 -0.4907 -2.6795
H8 -1.5665 -0.4670 2.7560
H9 -3.1461 -0.2139 2.0534
H10 -2.1409 1.0667 2.1620
H11 0.3785 1.6719 -1.5769
H12 -0.4872 1.2697 -0.1835
H13 0.8380 2.5921 -0.0946
H14 0.0749 -1.6205 1.7998